Below is a structure of composition C2H8N4O, with properties calculated with ωB97M-V/def2-TZVPD.

Computed properties:
- charge = 0
- orbital gap (eV) = 8.71
- ΔE to the lowest compared entry with this formula, charge and spin (kcal per mole) = 146.8
- strongest force on any atom (eV Å⁻¹) = 0.6
- HOMO level (eV) = -7.96
- lowest unoccupied orbital energy (Ha) = 0.0277
- 2S+1 = 1

Geometry as XYZ:
```
15
Properties=species:S:1:pos:R:3:forces:R:3
C -1.88045 0.29537 0.27629 0.4 -0.1 -0.2
N -0.23379 -0.40298 -0.22802 -0.4 0.2 -0.2
C 1.00043 0.15149 0.26588 -0.1 -0.1 0.0
N -0.21520 -1.79806 -0.49462 0.0 0.3 0.0
N 1.07854 1.48936 0.01027 0.0 -0.1 0.0
O -0.81346 0.31681 -1.33547 0.2 -0.3 0.5
N 1.76558 -0.62531 0.92998 -0.2 0.2 -0.1
H -0.01932 -1.87252 -1.49474 0.0 0.0 0.1
H 0.57494 -2.17018 0.03351 0.0 0.0 -0.1
H 0.53202 1.78506 -0.79183 0.0 -0.1 0.1
H 1.95502 1.95081 0.18425 0.0 -0.1 0.0
H 2.58426 -0.15146 1.29874 -0.1 0.0 -0.1
H -2.59742 0.85903 -0.31080 0.1 0.0 0.0
H -2.23859 -0.69325 0.54226 0.0 0.0 0.0
H -1.49256 0.86583 1.11429 0.0 0.0 0.0
```
Forces are in eV/Å.

***

Below is a cluster of 2 separate species, C2H8N4O in total, with properties calculated with ωB97M-V/def2-TZVPD.

Computed properties:
- SMILES string = C=NON.C=NN
- charge = 0
- orbital gap (eV) = 10.00
- ΔE to the lowest compared entry with this formula, charge and spin (kcal per mole) = 136.5
- strongest force on any atom (eV Å⁻¹) = 1.5
- HOMO level (eV) = -9.08
- lowest unoccupied orbital energy (Ha) = 0.0337
- 2S+1 = 1

Geometry as XYZ:
```
15
Properties=species:S:1:pos:R:3:forces:R:3
C 0.00940 -1.29644 -1.71201 -0.1 -0.8 0.0
N 0.72370 -0.82698 -0.79461 0.9 1.1 0.5
O 0.96227 -1.65838 0.29176 -0.5 -0.7 -0.7
N 1.63056 -1.01298 1.32789 -0.1 0.3 0.5
H -0.16994 -0.66405 -2.56476 0.0 0.2 -0.1
H -0.40743 -2.29730 -1.70325 -0.1 -0.1 0.1
H 2.49310 -0.61495 0.97115 0.0 0.0 -0.2
H 1.01610 -0.26431 1.66895 0.2 -0.2 -0.3
C -1.73525 0.65866 0.76282 -0.4 0.2 -0.2
N -0.54255 1.03606 0.92959 0.2 -0.1 0.4
N 0.00587 1.95615 0.11685 0.0 0.6 -0.3
H -2.37973 0.99761 -0.06111 0.2 0.0 0.1
H -2.14523 -0.01812 1.49326 -0.1 -0.2 0.0
H 1.00890 1.86116 0.03837 -0.3 -0.1 0.0
H -0.46977 2.14385 -0.76489 0.1 -0.2 0.1
```
Forces are in eV/Å.

***

Below is a cluster of 2 separate species, C2H8N4O in total, with properties calculated with ωB97M-V/def2-TZVPD.

Computed properties:
- charge = +2
- orbital gap (alpha / beta) (eV) = 7.83 / 7.97
- ΔE to the lowest compared entry with this formula, charge and spin (kcal per mole) = 149.7
- strongest force on any atom (eV Å⁻¹) = 3.1
- HOMO level (alpha / beta) (eV) = -17.47 / -17.84
- lowest unoccupied orbital energy (alpha / beta) (Ha) = -0.3543 / -0.3625
- 2S+1 = 1

Geometry as XYZ:
```
15
Properties=species:S:1:pos:R:3:forces:R:3
C -0.09479 0.82551 -0.11720 0.5 2.3 -0.1
C 3.06650 -0.58502 0.07056 -0.6 1.4 -0.8
N 0.44834 -0.23727 -0.43743 1.9 -0.4 0.1
N -1.45132 1.10089 0.19257 -1.6 -0.6 -0.7
N -2.50032 0.29149 -0.16433 2.1 -1.2 1.6
N -2.16561 -1.00382 0.06500 -1.5 0.7 -1.8
O 3.79138 0.35735 -0.05920 2.2 2.2 -0.1
H 0.54874 1.82118 -0.13355 -1.6 -1.9 0.2
H 3.24434 -1.51303 0.49146 0.6 -2.3 1.1
H -1.76905 1.93615 0.62082 0.2 1.3 0.1
H -3.33149 0.48911 -0.76747 1.1 0.5 0.4
H -2.06217 -1.38262 1.00536 -0.1 0.5 0.1
H 0.18368 -1.20336 -0.34190 -0.9 0.2 -0.1
H -2.71172 -1.51358 -0.60449 -0.1 -1.3 0.2
H 4.80349 0.61702 0.17980 -2.2 -1.3 -0.3
```
Forces are in eV/Å.

***

Below is the ion C2H8N4O with charge +2, with properties calculated with ωB97M-V/def2-TZVPD.

Computed properties:
- charge = +2
- orbital gap (eV) = 10.24
- ΔE to the lowest compared entry with this formula, charge and spin (kcal per mole) = 82.2
- strongest force on any atom (eV Å⁻¹) = 6.0
- HOMO level (eV) = -19.75
- lowest unoccupied orbital energy (Ha) = -0.3493
- 2S+1 = 1

Geometry as XYZ:
```
15
Properties=species:S:1:pos:R:3:forces:R:3
C 1.44962 0.14856 0.01980 -5.2 -2.6 1.5
C -1.09103 0.04660 0.62899 -1.8 -2.4 0.4
N -0.13401 -0.95998 0.55323 3.9 1.5 -0.7
N 0.77637 1.30122 -0.02165 3.4 -1.2 -0.8
N 2.50266 -0.54978 -0.27852 2.2 0.9 0.4
N -2.03250 -0.18825 -0.60230 0.2 2.0 -1.8
O -0.55368 1.24607 0.33644 0.1 3.8 0.3
H -1.82740 0.02392 1.51958 1.6 0.4 -1.0
H 0.10024 -1.33452 1.46235 0.3 -0.2 0.3
H 1.19556 2.26873 -0.27387 -1.4 -1.8 0.7
H 2.75862 -1.52632 0.12839 -1.1 2.1 -0.8
H 3.37555 -0.01569 -0.60474 -1.5 -1.0 0.4
H -1.47155 -0.66464 -1.32543 -0.4 -0.5 0.3
H -2.06014 0.80305 -0.98796 -1.0 -1.3 0.3
H -2.98832 -0.59894 -0.55432 0.7 0.2 0.4
```
Forces are in eV/Å.

***

Below is the ion C2H8N5 with charge +1, with properties calculated with ωB97M-V/def2-TZVPD.

Computed properties:
- SMILES string = [H]/N=N/N/[NH+]=C(/C)N
- charge = +1
- orbital gap (eV) = 9.50
- ΔE to the lowest compared entry with this formula, charge and spin (kcal per mole) = 81.8
- strongest force on any atom (eV Å⁻¹) = 4.2
- HOMO level (eV) = -13.07
- lowest unoccupied orbital energy (Ha) = -0.1313
- 2S+1 = 1

Geometry as XYZ:
```
15
Properties=species:S:1:pos:R:3:forces:R:3
H 3.95659 0.54808 0.36564 0.4 -0.1 1.4
N 3.13250 0.65005 -0.19143 -0.6 0.3 -2.4
N 2.12965 0.10585 0.08743 -0.8 -0.3 -0.7
N 0.98329 0.12677 -1.26574 0.8 -0.5 2.0
N -0.16999 0.61314 -0.65742 1.2 0.6 -1.9
C -0.91334 -0.25570 -0.04136 0.0 0.8 1.4
C -1.92466 0.26729 0.91175 -0.1 -3.3 0.4
N -0.53227 -1.48932 -0.01611 -1.5 -3.7 1.4
H 1.25219 0.80405 -1.95064 0.7 0.6 -0.4
H -0.39727 1.55876 -0.91622 -0.6 0.1 0.7
H -2.51561 0.98372 0.53170 -1.8 2.9 -1.5
H -1.45422 0.59463 1.77789 1.3 1.0 1.4
H -2.62209 -0.45204 1.34766 0.1 -0.6 -0.6
H -1.17016 -2.13068 0.56037 1.6 1.2 -1.4
H 0.24539 -1.92461 -0.54352 -0.8 0.9 0.4
```
Forces are in eV/Å.

***

Below is a cluster of 2 separate species, C2H8N5 in total, with properties calculated with ωB97M-V/def2-TZVPD.

Computed properties:
- charge = +1
- orbital gap (alpha / beta) (eV) = 7.57 / 9.32
- ΔE to the lowest compared entry with this formula, charge and spin (kcal per mole) = 126.7
- strongest force on any atom (eV Å⁻¹) = 3.8
- HOMO level (alpha / beta) (eV) = -12.89 / -13.17
- lowest unoccupied orbital energy (alpha / beta) (Ha) = -0.1955 / -0.1416
- 2S+1 = 1

Geometry as XYZ:
```
15
Properties=species:S:1:pos:R:3:forces:R:3
C -1.74925 1.33461 -2.08405 -1.8 -1.5 -1.7
C -0.33691 -0.62883 0.73651 -1.0 -1.4 2.2
N -1.46916 -1.11740 1.00663 0.7 0.1 -0.7
N -1.41096 0.20496 -1.70961 -0.4 0.4 -0.3
N 0.81843 -1.26177 1.72424 -0.7 1.5 -0.8
N 0.07138 0.38637 0.01002 0.7 1.2 -1.1
N 1.35502 0.52697 -0.30504 0.5 0.9 -0.4
H -2.53071 1.63641 -2.83952 0.0 -1.6 0.1
H -1.45431 2.28341 -1.86563 2.0 2.5 1.9
H -2.23137 -0.82256 0.36658 0.7 0.0 0.5
H 0.34412 -2.06926 2.09494 0.1 -1.0 -0.1
H 1.67686 -1.40217 1.17234 -0.4 -0.5 0.7
H 1.01957 -0.66867 2.54522 0.0 0.1 -0.6
H 1.99164 -0.20197 -0.61284 -0.5 -0.6 0.0
H 1.52306 1.35868 -0.86827 -0.2 -0.1 0.5
```
Forces are in eV/Å.

***

Below is the molecule C2H8N6, with properties calculated with ωB97M-V/def2-TZVPD.

Computed properties:
- SMILES string = C=NN/C(=N\N)NN
- charge = 0
- orbital gap (eV) = 9.58
- ΔE to the lowest compared entry with this formula, charge and spin (kcal per mole) = 68.2
- strongest force on any atom (eV Å⁻¹) = 2.5
- HOMO level (eV) = -8.56
- lowest unoccupied orbital energy (Ha) = 0.0377
- 2S+1 = 1

Geometry as XYZ:
```
16
Properties=species:S:1:pos:R:3:forces:R:3
C -2.18853 -0.45253 0.83572 -0.8 0.4 0.4
N -1.86325 -1.06351 -0.21303 0.9 -1.3 -0.4
N -0.66499 -0.80376 -0.86252 1.2 -0.2 -0.6
C 0.47814 -0.14070 -0.31734 -2.3 0.1 1.0
N 0.46038 1.07960 0.03974 0.3 0.7 -0.3
N -0.71171 1.81762 -0.23563 -0.3 -0.8 -0.8
N 1.57445 -0.95018 -0.12908 0.9 -0.4 0.3
N 2.71141 -0.28312 0.42105 -0.5 0.5 0.2
H -1.68949 0.44583 1.16922 0.2 -0.1 0.6
H -3.10067 -0.84429 1.31527 0.4 0.5 -0.2
H -0.29839 -1.65411 -1.28444 -0.8 0.1 -0.2
H -1.22456 1.34155 -0.99946 0.1 0.3 0.4
H -0.48959 2.74011 -0.58884 0.5 0.0 0.3
H 1.43196 -1.86393 0.33060 -0.2 1.0 -0.4
H 2.34551 0.57243 0.90058 0.4 -0.9 -0.4
H 3.22934 0.05898 -0.38186 0.1 0.0 0.1
```
Forces are in eV/Å.

***

Below is the molecule C2H8N6, with properties calculated with ωB97M-V/def2-TZVPD.

Computed properties:
- SMILES string = [H]/N=C(NN)/C(=N\[H])NN
- charge = 0
- orbital gap (eV) = 10.30
- ΔE to the lowest compared entry with this formula, charge and spin (kcal per mole) = 75.7
- strongest force on any atom (eV Å⁻¹) = 4.1
- HOMO level (eV) = -9.52
- lowest unoccupied orbital energy (Ha) = 0.0288
- 2S+1 = 1

Geometry as XYZ:
```
16
Properties=species:S:1:pos:R:3:forces:R:3
H 1.35152 0.32100 2.19528 -0.9 2.1 -1.3
N 0.67408 0.98852 1.64931 -0.5 -0.3 3.9
C 0.41794 0.46942 0.55719 2.3 -2.2 -2.5
N 1.41621 -0.50439 0.13113 -2.3 -0.9 -1.5
N 1.93164 -0.57616 -1.20715 -1.5 1.3 -0.7
C -0.76536 0.74873 -0.32800 -1.1 -1.2 0.1
N -1.09250 1.87988 -0.78088 -1.1 -1.6 -0.6
H -0.40175 2.56309 -0.63593 1.1 1.1 0.5
N -1.62080 -0.44338 -0.61884 -0.8 1.3 2.3
N -1.77186 -1.43987 0.55733 0.9 1.7 -1.3
H 2.19051 -0.33024 0.68994 1.6 0.1 1.1
H 1.30071 -1.11122 -1.81947 0.2 -0.2 0.7
H 1.79330 0.37812 -1.58193 0.6 -0.5 -0.1
H -2.60692 -0.01424 -0.74305 2.1 -1.1 0.0
H -1.89719 -0.84770 1.42928 0.9 -1.4 -1.2
H -0.91955 -2.08155 0.50579 -1.5 1.6 0.6
```
Forces are in eV/Å.